{
  "formula": "C27H21IrN7O6",
  "method": "ωB97M-V/def2-TZVPD",
  "total_charge": 2,
  "s2": 0.79,
  "largest_force_ev_per_a": 1.17,
  "spin_multiplicity": 2,
  "relative_energy_ev": 0.000,
  "total_energy_ha": -1979.8315,
  "molar_mass_g_mol": 731.7,
  "elements": ["Ir", "C", "C", "C", "C", "C", "N", "C", "C", "C", "C", "C", "C", "C", "N", "C", "C", "C", "N", "C", "C", "N", "C", "C", "C", "N", "H", "H", "H", "H", "H", "H", "H", "H", "H", "H", "H", "H", "H", "H", "H", "H", "H", "H", "O", "C", "O", "C", "C", "C", "C", "C", "C", "N", "O", "O", "N", "O", "O", "H", "H", "H"],
  "positions_angstrom": [[-1.09152, -0.47046, -1.83200], [0.19247, -6.73731, -0.47605], [-0.45086, -5.38230, -0.44195], [-1.80183, -5.22203, -0.75064], [-2.39791, -3.97310, -0.76377], [-1.64918, -2.84953, -0.44533], [-2.17436, -1.52334, -0.50714], [-3.06491, -1.09465, 0.39993], [-3.51887, -1.97623, 1.43070], [-4.40496, -1.58022, 2.38532], [-4.88435, -0.25881, 2.41912], [-5.80632, 0.19374, 3.50011], [-4.43128, 0.63049, 1.44174], [-3.57090, 0.24976, 0.43542], [-3.22195, 1.23244, -0.52660], [-3.84330, 2.41873, -0.74195], [-3.10130, 3.14733, -1.63497], [-2.01998, 2.33262, -1.95531], [-2.09893, 1.17964, -1.28666], [-0.29311, -2.99814, -0.15133], [0.30075, -4.24700, -0.14955], [0.48738, -1.84030, 0.15927], [1.50073, -1.71067, 1.03614], [1.97608, -0.41918, 0.96660], [1.19130, 0.21286, 0.00785], [0.29801, -0.65407, -0.46523], [-0.50933, -7.51232, -0.17349], [1.06314, -6.78352, 0.17536], [0.52207, -6.96994, -1.49066], [-2.39608, -6.09258, -0.99657], [-3.44362, -3.86196, -1.02217], [-3.13018, -2.98299, 1.44879], [-4.72473, -2.28284, 3.14381], [-6.53248, -0.58138, 3.74243], [-6.33424, 1.10594, 3.23092], [-5.23408, 0.39319, 4.41089], [-4.76427, 1.65634, 1.50423], [-4.77264, 2.66412, -0.26038], [-3.32124, 4.12857, -2.01642], [-1.20244, 2.49857, -2.63996], [1.35917, -4.34069, 0.06026], [1.79625, -2.54069, 1.65564], [2.77919, 0.01176, 1.53731], [1.22176, 1.22374, -0.36389], [-0.03041, -1.88462, -2.91725], [0.45138, -0.97647, -3.68105], [0.09965, 0.21776, -3.37170], [1.33027, -1.28310, -4.80449], [1.82243, -0.25393, -5.60212], [2.64928, -0.58594, -6.65293], [3.00864, -1.89017, -6.93859], [2.50021, -2.88067, -6.11845], [1.66672, -2.61048, -5.05618], [2.86672, -4.29263, -6.38466], [2.43494, -5.11987, -5.60964], [3.60413, -4.49978, -7.31573], [3.17482, 0.50537, -7.50974], [2.89554, 1.63510, -7.17260], [3.95505, 0.18819, -8.37294], [1.57270, 0.78124, -5.42000], [3.66028, -2.12443, -7.76880], [1.29218, -3.41860, -4.44518]],
  "forces_ev_per_angstrom": [[-0.06, -0.09, 0.09], [0.00, 0.00, -0.01], [-0.02, -0.03, 0.00], [0.01, -0.02, 0.00], [0.01, 0.04, 0.01], [0.11, 0.01, -0.01], [-0.07, 0.04, -0.03], [0.00, 0.00, 0.05], [-0.03, 0.00, 0.00], [0.01, -0.02, 0.01], [-0.01, 0.01, -0.01], [0.01, 0.01, 0.00], [-0.03, -0.01, 0.02], [0.04, -0.02, 0.02], [-0.05, -0.01, -0.05], [0.00, 0.03, 0.06], [0.00, -0.01, -0.03], [0.02, 0.04, 0.01], [0.06, -0.05, 0.01], [-0.04, 0.01, -0.01], [-0.02, 0.05, 0.00], [-0.01, 0.01, 0.01], [0.02, -0.02, 0.03], [-0.01, -0.03, 0.02], [-0.02, 0.03, -0.02], [0.01, -0.01, -0.21], [0.00, 0.00, 0.00], [0.00, 0.00, 0.00], [0.00, 0.00, 0.00], [0.00, 0.00, 0.00], [0.00, 0.00, 0.00], [0.00, 0.01, 0.00], [0.00, 0.00, 0.00], [0.00, 0.00, 0.00], [0.00, 0.00, 0.00], [0.00, -0.01, 0.00], [0.00, -0.01, 0.01], [0.00, -0.01, -0.01], [0.00, 0.00, -0.01], [-0.01, -0.01, 0.00], [0.00, 0.00, 0.00], [0.00, 0.00, 0.00], [0.00, 0.00, 0.00], [0.00, -0.01, -0.01], [-0.04, 0.05, 0.04], [0.08, -0.07, 0.09], [0.04, 0.11, -0.04], [0.01, -0.01, 0.03], [-0.03, 0.01, -0.01], [-0.25, -0.05, -0.18], [-0.03, 0.00, -0.02], [-0.07, -0.01, -0.04], [-0.01, 0.00, -0.01], [0.31, 0.05, 0.22], [-0.11, -0.02, -0.07], [-0.11, -0.02, -0.09], [0.90, 0.05, 0.74], [-0.34, 0.04, -0.24], [-0.28, -0.04, -0.32], [0.00, 0.00, 0.00], [0.00, 0.00, 0.00], [0.00, 0.00, 0.00]],
  "mulliken_charge": [1.359, -1.552, 0.316, -0.764, -0.380, -0.216, -0.856, 1.872, -0.231, -1.256, 0.104, -1.574, -0.928, 0.991, 0.230, 0.057, -1.142, -0.022, -0.565, 0.526, -0.460, 0.501, -0.073, -1.125, -0.161, -0.389, 0.417, 0.401, 0.303, 0.490, 0.606, 0.506, 0.459, 0.410, 0.388, 0.337, 0.370, 0.414, 0.456, 0.569, 0.541, 0.495, 0.459, 0.499, -0.506, 0.845, -0.654, 0.282, -0.548, -0.308, -0.348, -0.303, -0.630, 1.091, -0.619, -0.581, 1.053, -0.601, -0.574, 0.654, 0.637, 0.726]
}

***

{
  "formula": "C27H21N2O",
  "method": "ωB97M-V/def2-TZVPD",
  "total_charge": 1,
  "largest_force_ev_per_a": 1.62,
  "total_energy_ha": -1225.9883,
  "molar_mass_g_mol": 389.5,
  "elements": ["C", "O", "C", "C", "C", "C", "C", "C", "C", "C", "C", "C", "C", "C", "C", "C", "C", "C", "C", "C", "C", "H", "H", "H", "H", "H", "H", "H", "H", "H", "H", "H", "H", "H", "H", "H", "C", "C", "N", "C", "C", "C", "C", "C", "N", "H", "H", "H", "H", "H", "H"],
  "positions_angstrom": [[6.36883, -0.43410, -2.23126], [5.64260, 0.52338, -1.42600], [4.32450, 0.28946, -1.18885], [3.61361, 1.28319, -0.47165], [2.25073, 1.17178, -0.31399], [1.53697, 0.05984, -0.82054], [0.09750, 0.01656, -0.73552], [-0.70193, -1.18731, -0.85054], [-2.05367, -0.80859, -1.16191], [-3.02668, -1.77051, -1.39289], [-2.66486, -3.12199, -1.31939], [-1.36337, -3.49629, -0.94139], [-0.37851, -2.53308, -0.68909], [-2.09980, 0.64307, -1.25619], [-0.77463, 1.14981, -1.00227], [-0.51908, 2.50939, -1.17287], [-1.55937, 3.34800, -1.59337], [-2.84738, 2.84270, -1.84407], [-3.12903, 1.48424, -1.64831], [2.27793, -0.96688, -1.46337], [3.64361, -0.86050, -1.65701], [7.37576, -0.02114, -2.28547], [6.38566, -1.42223, -1.75025], [5.93532, -0.51852, -3.23818], [4.16368, 2.14041, -0.08825], [1.71218, 1.94222, 0.23449], [-4.03864, -1.44953, -1.63607], [-3.39946, -3.89336, -1.55412], [-1.10971, -4.55351, -0.84807], [0.62119, -2.81563, -0.36182], [0.47594, 2.90466, -0.99235], [-1.35922, 4.41121, -1.73732], [-3.62851, 3.51496, -2.20030], [-4.12242, 1.06749, -1.80901], [1.76449, -1.84176, -1.85583], [4.18878, -1.64320, -2.19096], [0.03072, -0.10688, 2.16727], [0.59681, 1.01526, 2.76152], [-0.32689, 1.60009, 3.60194], [-1.48794, 0.85048, 3.58238], [-1.30084, -0.24215, 2.66628], [-2.36391, -1.12927, 2.51411], [-3.49766, -0.92624, 3.30991], [-3.54736, 0.15176, 4.21102], [-2.54406, 1.05030, 4.34186], [0.54250, -0.86413, 1.58735], [1.58635, 1.43691, 2.64638], [-0.23130, 2.41402, 4.20250], [-2.28449, -1.93545, 1.78528], [-4.35921, -1.58981, 3.26224], [-4.41571, 0.31088, 4.85392]],
  "forces_ev_per_angstrom": [[-0.07, 0.11, 0.17], [-1.26, -0.51, 0.14], [0.55, -0.11, -0.43], [0.06, -0.12, -0.15], [0.39, 0.17, -0.10], [-0.29, -0.13, 0.29], [1.02, -0.07, -1.25], [-1.33, -0.16, -0.03], [0.65, -1.38, 0.20], [0.33, 0.65, 0.06], [0.57, -0.14, 0.23], [-0.24, 0.00, -0.11], [-0.11, 0.14, 0.02], [0.58, 1.38, -0.03], [-1.40, 0.07, 0.12], [-0.14, -0.13, 0.02], [-0.32, -0.09, -0.09], [0.62, 0.26, 0.27], [0.37, -0.54, 0.16], [0.02, -0.02, 0.21], [0.16, 0.27, 0.06], [-0.14, -0.17, -0.05], [0.04, 0.31, -0.07], [0.09, 0.12, 0.30], [-0.12, -0.21, -0.07], [0.19, -0.25, -0.07], [0.18, -0.28, -0.01], [0.21, 0.21, 0.16], [-0.12, 0.33, -0.04], [-0.29, -0.12, -0.06], [-0.29, 0.11, -0.18], [-0.09, -0.36, 0.02], [0.22, -0.18, 0.16], [0.19, 0.25, -0.12], [0.10, 0.30, -0.02], [-0.33, 0.33, 0.21], [0.63, 0.23, 0.19], [-0.74, -0.48, -0.14], [-0.27, -0.10, -0.06], [0.06, -1.06, -0.45], [-0.20, 1.03, 0.79], [-0.21, 0.14, 0.16], [0.16, 0.10, -0.07], [0.95, 0.46, -0.25], [-0.88, -0.29, 0.12], [0.09, 0.33, 0.11], [-0.13, -0.12, 0.09], [0.20, -0.34, -0.35], [-0.18, -0.01, 0.27], [0.26, 0.09, -0.09], [0.27, -0.07, -0.23]],
  "mulliken_charge": [-0.832, -0.410, 0.897, -1.297, -0.239, 0.643, 0.531, 0.187, 0.315, -0.410, -0.671, -1.129, -0.045, -0.252, 0.710, -0.252, -1.035, -0.634, -0.584, -0.680, -0.835, 0.253, 0.344, 0.367, 0.459, 0.640, 0.451, 0.436, 0.403, 0.627, 0.462, 0.422, 0.422, 0.459, 0.705, 0.420, -0.597, -1.077, 0.013, -0.312, 1.183, -0.201, -0.610, -0.368, -0.645, 0.820, 0.533, 0.237, 0.401, 0.392, 0.384]
}